Here is a molecular structure, C34H50Ge2MgN2O from OMol25. Energies are from ωB97M-V/def2-TZVPD.

HOMO (alpha / beta) in eV: -13.2958 / -13.2750
Total charge: +2
Molar mass in g mol⁻¹: 672.3

Geometry as XYZ:
```
90
C34H50Ge2MgN2O ωB97M-V/def2-TZVPD
Mg -0.446 -0.566 1.196
C 0.968 -0.974 -3.847
C 0.311 -1.868 -2.794
Ge -1.291 -1.121 -2.003
C -1.672 -2.131 -0.343
C -2.247 -3.520 -0.668
C -2.802 -0.494 -3.003
C -3.040 0.829 -3.077
Ge -1.696 2.082 -2.360
C -0.305 2.585 -3.616
C -0.499 3.983 -4.220
C -2.186 3.443 -1.076
C -3.474 4.208 -1.403
C -4.258 1.383 -3.707
C -5.479 0.714 -3.631
C -6.601 1.231 -4.258
C -6.515 2.418 -4.974
C -5.309 3.100 -5.046
C -4.193 2.591 -4.401
H 1.871 -1.443 -4.234
H 1.250 -0.004 -3.436
H 0.301 -0.802 -4.693
H 0.997 -2.070 -1.965
H 0.047 -2.839 -3.220
H -2.376 -1.574 0.290
H -0.732 -2.324 0.230
H -3.228 -3.410 -1.129
H -2.365 -4.127 0.228
H -1.607 -4.067 -1.360
H -3.500 -1.194 -3.456
H -0.264 1.824 -4.395
H 0.629 2.544 -3.049
H -1.365 4.024 -4.880
H 0.368 4.260 -4.818
H -0.620 4.747 -3.450
H -1.331 4.120 -1.021
H -2.261 2.944 -0.106
H -3.419 4.700 -2.374
H -3.655 4.981 -0.656
H -4.342 3.548 -1.419
H -5.553 -0.206 -3.063
H -7.546 0.710 -4.189
H -7.392 2.815 -5.467
H -5.239 4.025 -5.602
H -3.253 3.131 -4.457
O -0.428 0.786 -0.106
N -0.902 0.628 -1.317
C 3.542 -3.159 1.578
C 2.769 -2.529 2.703
C 3.144 -2.733 4.047
C 2.468 -2.145 5.124
C 2.920 -2.393 6.537
C 1.377 -1.337 4.877
C 0.936 -1.102 3.544
C 1.690 -1.722 2.483
N -0.121 -0.401 3.133
C -1.098 0.447 3.833
C -2.441 0.160 3.120
C -3.536 1.110 3.603
C -3.110 2.554 3.319
C -1.802 2.855 4.059
C -2.006 2.653 5.563
C -2.405 1.198 5.830
C -3.720 0.895 5.109
C -1.288 0.264 5.339
C -0.701 1.914 3.558
H 4.202 -3.940 1.945
H 4.158 -2.413 1.073
H 2.873 -3.600 0.839
H 3.994 -3.373 4.252
H 3.723 -3.125 6.576
H 2.094 -2.758 7.148
H 3.282 -1.469 6.988
H 0.849 -0.901 5.707
H 1.410 -1.512 1.438
H -2.726 -0.883 3.295
H -2.314 0.306 2.023
H -4.466 0.882 3.078
H -3.891 3.241 3.648
H -2.978 2.702 2.242
H -1.494 3.883 3.861
H -2.794 3.320 5.919
H -1.095 2.909 6.111
H -2.530 1.041 6.903
H -4.503 1.559 5.479
H -4.044 -0.131 5.309
H -1.530 -0.779 5.569
H -0.372 0.533 5.867
H 0.246 2.120 4.065
H -0.539 2.060 2.482
```

Quick look at the Löwdin charges, all values in e: Mg 0.81; C -0.15; C -0.32; Ge 0.94; C -0.34; C -0.12; C -0.16; C -0.28; Ge 0.99; C -0.32; C -0.15; C -0.31; C -0.15; C -0.26; C -0.03; C -0.06; C -0.06; C -0.05; C -0.06; H 0.08; H 0.06; H 0.08; H 0.07; H 0.08; H 0.07; H 0.05; H 0.09; H 0.09; H 0.08; H 0.07; H 0.06; H 0.07; H 0.06; H 0.08; H 0.07; H 0.08; H 0.04; H 0.07; H 0.08; H 0.07; H 0.11; H 0.11; H 0.12; H 0.12; H 0.08; O -0.27; N -0.28; C -0.02; C -0.23; C 0.07; C -0.22; C -0.02; C 0.07; C -0.22; C 0.01; N 0.06; C -0.42; C -0.09; C -0.27; C -0.10; C -0.27; C -0.10; C -0.27; C -0.10; C -0.08; C -0.06; H 0.09; H 0.10; H 0.09; H 0.14; H 0.09; H 0.10; H 0.10; H 0.11; H 0.09; H 0.14; H 0.09; H 0.15; H 0.13; H 0.11; H 0.15; H 0.13; H 0.13; H 0.15; H 0.13; H 0.13; H 0.14; H 0.12; H 0.14; H 0.12